Record 1
{"formula": "C5H5N2", "method": "ωB97M-V with the def2-TZVPD basis set", "species": ["H", "C", "H", "H", "H", "N", "C", "N", "C", "C", "H", "C"], "positions_angstrom": [[-0.00594, -2.21619, -0.59148], [-1.18216, 0.53634, 1.18578], [-0.83824, 2.02172, -0.36256], [-2.18196, 0.59506, 1.48291], [0.13449, 0.10983, -2.00299], [4.01758, -0.91750, -0.33173], [-0.48017, -0.63582, 0.83542], [2.94827, -0.76998, -0.18248], [-0.99221, 0.97624, -0.31011], [-0.26558, -1.21100, -0.30461], [-0.78011, 1.45651, 1.60542], [-0.37397, 0.05478, -1.02356]], "forces_ev_per_a": [[0.0, 0.1, -0.2], [0.2, 1.7, -1.5], [-0.2, 1.0, -0.8], [-1.7, -1.1, 0.5], [-0.3, 0.5, 0.7], [-0.1, 0.0, 0.0], [0.3, 0.5, 0.5], [0.1, 0.0, -0.1], [-0.2, 0.8, 1.9], [-0.2, -1.2, 0.7], [1.1, -0.6, 0.9], [1.1, -1.7, -2.7]], "energy_ha": -302.61596, "fmax_ev_per_a": 3.379, "total_charge": 1, "e_homo_ev": [-15.527, -15.527], "gap_ev": [8.91, 8.91]}



Record 2
{"formula": "C5H5N2O4", "method": "ωB97M-V with the def2-TZVPD basis set", "species": ["H", "N", "C", "C", "O", "O", "N", "C", "C", "H", "H", "C", "O", "O", "H", "H"], "positions_angstrom": [[2.31563, 0.84945, -1.69894], [3.36139, 0.57261, 0.16562], [2.89745, 0.67366, -0.87591], [-2.49460, -0.81592, 0.58631], [-3.72197, -0.68879, 0.38418], [-1.72643, -1.78799, 0.68136], [-1.90190, 1.80625, 0.73522], [-1.82393, 0.59098, 0.51378], [-0.95500, 1.43534, -0.40921], [0.02530, -2.48217, -0.17045], [1.28925, -2.01572, -0.17230], [0.45384, 1.16534, -0.23681], [0.86189, -2.82606, -0.33139], [0.75415, 0.98444, 0.99933], [1.88564, 0.99372, 1.29635], [-1.22072, 1.54486, -1.46714]], "forces_ev_per_a": [[-0.8, 0.1, -1.8], [0.8, -0.2, 0.8], [0.5, 0.0, 1.1], [-0.6, -0.1, -0.7], [1.2, -0.4, 0.5], [-0.4, 0.6, 0.1], [0.1, -0.3, 0.3], [-0.7, 0.7, -0.6], [0.8, -1.4, -0.5], [-3.6, 0.3, 0.6], [1.9, 1.5, 0.3], [0.3, 0.7, -0.1], [1.6, -1.7, -0.8], [3.4, 0.6, 2.5], [-3.9, -0.6, -2.2], [-0.5, 0.3, 0.6]], "energy_ha": -603.88969, "fmax_ev_per_a": 4.535, "total_charge": -1, "e_homo_ev": -5.209, "gap_ev": 8.59}



Record 3
{"formula": "C5H5N3O", "method": "ωB97M-V with the def2-TZVPD basis set", "species": ["C", "C", "C", "C", "H", "C", "H", "N", "N", "H", "N", "O", "H", "H"], "positions_angstrom": [[-1.84170, -0.56186, -1.34960], [-0.21564, -1.96122, 0.03426], [1.23047, 0.30200, 0.48851], [-0.80913, -0.56856, -0.42990], [-2.05516, -1.55287, -1.75173], [-0.26734, 1.76937, -0.47107], [1.38322, 1.38524, 0.69767], [1.59970, -0.77469, 0.97761], [0.81553, -1.93295, 0.71952], [-0.90133, 1.80153, -1.58085], [-0.02424, 0.51978, -0.21775], [-0.09489, 2.78857, 0.57541], [-2.22259, 0.44786, -1.81041], [-0.76180, -2.95382, -0.14675]], "forces_ev_per_a": [[1.2, 1.5, 0.8], [-2.2, 2.7, -0.8], [-3.1, 3.0, 0.5], [-2.2, -3.2, -4.3], [-0.8, 0.5, 0.1], [-3.1, 7.4, 2.2], [2.2, -1.0, 0.6], [0.4, -0.9, 0.1], [2.2, -1.8, 1.0], [1.8, 1.1, 3.3], [2.9, -2.5, 2.5], [-0.5, -6.0, -7.2], [0.5, -2.5, 0.9], [0.7, 1.8, 0.2]], "energy_ha": -432.81078, "fmax_ev_per_a": 9.382, "smiles": "C=C1C=NN=CN1C=O", "e_homo_ev": -9.241, "gap_ev": 8.15}



Record 4
{"formula": "C5H5N3O", "method": "ωB97M-V with the def2-TZVPD basis set", "species": ["N", "C", "H", "C", "N", "O", "H", "C", "C", "H", "N", "C", "H", "H"], "positions_angstrom": [[-0.59794, -1.74240, 0.01585], [-1.74689, 0.25039, -0.06366], [-0.53781, 0.81902, 1.49666], [0.24150, -0.82961, 0.41361], [1.61986, -0.95913, 0.19643], [-2.71734, 1.04117, 0.00009], [-2.63607, -1.69594, -0.43371], [0.82335, 1.36895, -0.05532], [-0.34215, 0.59119, 0.49210], [1.00274, 2.52667, -0.47927], [-1.81401, -1.11621, -0.01814], [1.95957, 0.54799, -0.02639], [1.86953, -1.39388, -1.01519], [2.87565, 0.59180, -0.52306]], "forces_ev_per_a": [[1.4, 0.8, 0.9], [-2.9, 2.9, 2.1], [-0.5, 0.7, 1.5], [-0.8, -1.6, -2.0], [1.5, 1.9, -3.9], [2.3, -2.1, -1.1], [2.1, 1.7, 1.1], [4.0, 1.3, -1.2], [1.1, -1.9, -1.5], [-1.1, -3.4, 1.6], [-2.7, -1.3, -1.7], [-4.6, -1.5, -0.6], [-1.2, 1.3, 4.9], [1.5, 1.0, -0.2]], "energy_ha": -432.88775, "fmax_ev_per_a": 5.267, "e_homo_ev": -8.650, "gap_ev": 8.84}



Record 5
{"formula": "C5H5N3O3", "method": "ωB97M-V with the def2-TZVPD basis set", "species": ["O", "H", "H", "C", "C", "H", "O", "H", "N", "H", "N", "C", "C", "C", "O", "N"], "positions_angstrom": [[-0.57516, -1.31983, 1.42014], [2.57105, -1.81839, -1.53343], [0.33204, 1.89728, 1.28512], [-1.39462, 0.70799, 0.74575], [0.37384, -1.18212, 0.68720], [-1.98553, 0.72670, 1.62796], [-1.75516, 0.52869, -1.45481], [2.29574, 0.65925, -1.28233], [-2.27912, 0.34963, -0.34647], [0.12830, 1.78446, -0.44386], [0.83259, 0.10481, 0.28631], [1.99544, -1.47512, -0.72436], [-0.05589, 1.20650, 0.46477], [1.77523, -0.09947, -0.67929], [-3.44130, 0.07412, -0.17391], [1.18254, -2.14449, 0.12120]], "forces_ev_per_a": [[-0.4, -0.4, 0.4], [0.9, -1.4, -0.3], [-0.7, -1.1, -0.6], [-2.7, 0.1, -0.8], [1.5, -0.1, 0.0], [0.3, 0.3, 0.9], [-0.2, -0.7, -0.3], [-0.6, -0.2, 0.6], [1.9, 1.7, -0.6], [-1.1, 0.2, 0.0], [0.8, -1.3, -0.9], [-1.9, 0.1, 1.1], [1.7, 2.1, 0.8], [-0.3, 0.9, 0.7], [-0.2, -0.4, 0.6], [1.0, 0.1, -1.4]], "energy_ha": -583.31287, "fmax_ev_per_a": 2.826, "e_homo_ev": [-9.081, -9.196], "gap_ev": [7.54, 6.95]}



Record 6
{"formula": "C5H5N3S", "method": "ωB97M-V with the def2-TZVPD basis set", "species": ["N", "C", "H", "C", "H", "C", "H", "H", "N", "N", "C", "S", "C", "H"], "positions_angstrom": [[1.21526, -1.97429, 0.21385], [-0.73373, 1.14268, -0.04987], [-0.07218, 3.03558, -0.73775], [1.06999, -0.68756, -0.04482], [-0.38121, -3.32184, 0.81444], [-0.93309, -1.35913, 0.29786], [-1.87242, -1.43993, 0.73571], [-0.77194, 1.64611, 0.86372], [-0.22548, -0.22239, 0.12494], [1.60451, 1.84171, -0.89003], [-0.04768, -2.41004, 0.35785], [2.37157, 0.45431, -0.47506], [0.38262, 2.03719, -0.63136], [-1.60623, 1.25759, -0.57947]], "forces_ev_per_a": [[0.8, 1.1, -1.2], [5.0, -0.6, 0.0], [0.7, -0.1, -0.5], [0.4, 1.3, 0.5], [0.5, -0.7, -0.4], [0.5, -1.5, 0.6], [-1.8, 0.4, 0.1], [-1.0, 0.3, 2.1], [0.5, -0.3, -1.1], [-1.1, 0.7, 0.6], [-1.7, 0.9, 1.1], [0.6, -1.7, 0.0], [-1.5, 0.4, -0.6], [-2.0, -0.2, -1.3]], "energy_ha": -755.92338, "fmax_ev_per_a": 5.021, "smiles": "C1=NSc2nccn2C1", "e_homo_ev": -8.072, "gap_ev": 8.71}



Record 7
{"formula": "C5H5N5O", "method": "ωB97M-V with the def2-TZVPD basis set", "species": ["H", "N", "H", "H", "C", "N", "N", "C", "N", "C", "C", "C", "O", "N", "H", "H"], "positions_angstrom": [[2.11327, 0.22357, -1.91440], [-1.52331, -0.84029, 1.34273], [-2.33139, -2.52659, 0.42579], [-0.54253, 1.48036, 2.79302], [0.12480, -0.77456, -0.95269], [1.05226, 1.36953, 0.10590], [-0.79111, -1.69332, -0.77834], [0.68553, 1.74687, 1.24051], [0.81967, -0.89519, -2.13987], [-0.57857, 0.09919, 1.13075], [-1.46789, -1.66494, 0.40821], [0.26894, 0.25277, -0.03521], [1.31263, 0.44472, -2.66419], [-0.29373, 1.11792, 1.92553], [0.13640, -1.21789, -2.78798], [1.01502, 2.87785, 1.90026]], "forces_ev_per_a": [[-2.3, 2.5, -3.6], [1.5, 2.8, 2.4], [2.3, 2.0, 0.1], [-1.1, -0.1, 1.5], [-0.2, 0.7, -0.7], [0.6, -0.9, -1.3], [-0.4, -0.5, 1.7], [1.7, 7.8, 5.1], [0.0, 1.4, -0.9], [-0.8, -1.4, -1.5], [-3.8, -5.9, -4.3], [-1.5, -1.2, 1.9], [3.0, -3.5, 4.7], [1.7, 0.5, -1.5], [-0.2, -0.5, -1.0], [-0.5, -3.7, -2.6]], "energy_ha": -542.42728, "fmax_ev_per_a": 9.457, "e_homo_ev": -9.279, "gap_ev": 9.88}



Record 8
{"formula": "C5H5N5O5", "method": "ωB97M-V with the def2-TZVPD basis set", "species": ["N", "C", "N", "N", "H", "C", "O", "H", "C", "H", "O", "H", "O", "H", "N", "O", "N", "C", "O", "C"], "positions_angstrom": [[1.65417, -0.71197, -0.63686], [-1.38736, -1.70422, 0.20690], [-1.52938, 1.40103, -0.56149], [-0.46444, -1.70291, -0.90736], [-2.05145, -0.31593, 1.54430], [-0.67934, 0.55514, 0.31316], [-2.63761, 0.85946, -0.77202], [0.31348, -0.02776, -2.12864], [0.33191, -0.56929, -1.14461], [2.27528, 1.71758, 1.25364], [-2.14143, -2.59793, 0.51900], [-1.07563, -1.93200, -1.61715], [-0.95608, 2.34994, -1.02327], [2.12325, -1.60354, -0.74018], [-1.26858, -0.53937, 0.88200], [3.41490, -0.05230, 0.56818], [1.56168, 1.24885, 0.76394], [0.31461, 1.36674, 1.20016], [-0.08243, 2.14149, 2.05570], [2.28445, 0.11700, 0.22461]], "forces_ev_per_a": [[-0.5, -0.1, 0.0], [-0.1, -1.0, 0.5], [-0.6, -2.7, 1.0], [0.3, -0.2, 0.9], [1.0, -0.7, -0.8], [3.3, -0.9, -1.8], [1.4, 2.2, -0.6], [-0.5, -0.7, 1.0], [-1.5, 2.0, 2.6], [0.6, 1.2, 1.1], [1.0, 0.7, -0.9], [-1.0, -0.9, -2.5], [-1.2, 0.6, -0.7], [-0.2, 0.1, -0.1], [-1.7, 1.4, 2.3], [0.9, 0.1, 0.3], [2.2, -1.4, -0.9], [-3.0, 0.8, -0.6], [0.6, -1.1, -0.7], [-1.1, 0.4, 0.0]], "energy_ha": -843.42601, "fmax_ev_per_a": 3.896, "e_homo_ev": -10.464, "gap_ev": 9.33}



Record 9
{"formula": "C5H5NO", "method": "ωB97M-V with the def2-TZVPD basis set", "species": ["C", "H", "C", "H", "C", "N", "O", "H", "H", "H", "C", "C"], "positions_angstrom": [[1.35491, 1.30657, -0.86685], [-3.29665, 0.14764, -1.21605], [0.04144, -0.88225, 0.13607], [0.73450, 1.39371, -1.73954], [-1.34321, -0.44614, -0.24436], [1.10402, 0.08031, 0.02985], [0.17025, -1.87112, 0.97965], [1.33581, 1.86479, 1.48128], [-0.27469, 1.92734, 0.62256], [2.34833, 1.36122, -1.17956], [-2.50252, -0.14562, -0.58713], [0.79315, 1.45280, 0.55980]], "forces_ev_per_a": [[-2.3, -2.0, 1.9], [-0.7, 0.2, 0.2], [-0.7, -2.0, 5.1], [-0.9, 0.4, 0.1], [-2.5, 0.1, -1.3], [-0.1, 1.1, 0.4], [-0.4, 4.5, -4.9], [-0.1, -1.1, -1.7], [1.6, -1.7, -0.5], [1.7, 0.2, 0.3], [4.8, -1.1, 0.7], [-0.3, 1.4, -0.4]], "energy_ha": -323.33420, "fmax_ev_per_a": 6.665, "smiles": "C#CC(=O)N1CC1", "e_homo_ev": -10.043, "gap_ev": 9.61}